C3H5N3O | ωB97M-V with the def2-TZVPD basis set

CARTESIAN COORDINATES (ANGSTROEM)
N  0.17  1.74  0.04
C  0.46  0.34  0.02
C  1.70  -0.35  0.03
O  1.72  -1.60  0.02
N  -0.49  -1.92  -0.04
C  -0.51  -0.64  -0.02
N  -1.92  -0.81  -0.06
H  0.55  2.19  0.86
H  0.53  2.22  -0.78
H  2.64  0.22  0.06
H  -2.40  -0.69  -0.93
H  -2.45  -0.71  0.79

- Largest force on an atom: 0.007 Eh/bohr
- Highest occupied orbital energy: -8.3 eV
- Frontier orbital gap: 8.57 eV
- Energy relative to the best compared isomer or geometry (same formula, charge and spin): 4.697 eV
- Multiplicity: 1
- Total charge: 0